# 1
C4H6NO5S | the ωB97M-V functional and the def2-TZVPD basis

ΔE to the lowest compared entry with this formula, charge and spin   0.0000 eV
Net charge   -1
Spin multiplicity   1
Kohn-Sham gap   7.885 eV
Strongest force on any atom   4.44 eV Å⁻¹
Total energy   -985.223207 Ha

CARTESIAN COORDINATES (ANGSTROEM)
C  -1.772  1.064  0.001
C  -0.486  -0.915  -0.230
C  -1.914  -1.237  -0.621
C  0.741  1.253  0.496
N  -0.472  0.603  -0.178
O  2.624  -0.892  1.267
O  -2.194  2.169  0.252
O  4.159  -0.068  -0.485
O  -2.605  -0.066  -0.097
O  1.764  1.169  -0.285
S  2.806  -0.439  -0.146
H  -0.117  -1.216  0.823
H  0.314  -1.206  -0.921
H  -2.004  -1.225  -1.703
H  -2.371  -2.105  -0.237
H  0.992  0.711  1.406
H  0.534  2.402  0.655

Löwdin population analysis, charges in e, atoms 1 to 4: -0.511, -0.120, -0.130, -0.374



# 2
C11H64FeO25 | the ωB97M-V functional and the def2-TZVPD basis

Spin multiplicity   5
Kohn-Sham gap (spin up / spin down)   5.573 / 5.572 eV
Strongest force on any atom   8.27 eV Å⁻¹
Total energy   -3602.214318 Ha

CARTESIAN COORDINATES (ANGSTROEM)
Fe  -22.001  53.910  21.356
C  -22.870  53.139  24.416
O  -23.287  52.057  24.837
O  -22.401  53.377  23.318
O  -23.128  54.012  25.217
C  -19.577  52.572  17.821
O  -19.624  53.927  17.971
H  -18.823  52.135  18.476
H  -20.593  52.279  18.086
H  -19.480  52.216  16.796
H  -18.702  54.193  17.972
C  -26.565  51.299  18.756
O  -26.987  50.111  19.347
H  -27.359  52.039  18.661
H  -25.732  51.711  19.324
H  -26.045  51.114  17.815
H  -26.419  49.430  18.979
C  -24.517  48.383  22.096
C  -23.896  49.355  23.068
O  -24.195  50.674  22.597
H  -24.385  47.331  22.351
H  -24.198  48.506  21.061
H  -25.594  48.525  22.014
H  -22.817  49.222  23.142
H  -24.354  49.181  24.042
H  -23.980  51.272  23.316
C  -20.584  48.372  19.955
C  -19.722  49.091  20.962
O  -19.510  50.354  20.478
H  -21.544  48.840  19.734
H  -20.803  47.354  20.276
H  -20.077  48.221  19.002
H  -18.758  48.588  21.039
H  -20.255  48.957  21.903
H  -18.691  50.430  19.984
C  -19.301  49.264  24.597
C  -20.250  50.484  24.690
O  -21.341  50.267  25.485
H  -19.854  48.451  24.126
H  -19.047  48.928  25.603
H  -18.389  49.484  24.042
H  -20.618  50.804  23.715
H  -19.766  51.358  25.125
H  -21.995  50.943  25.296
C  -22.260  59.121  21.256
C  -21.040  58.714  20.425
O  -19.964  58.381  21.265
H  -22.543  58.240  21.832
H  -23.127  59.413  20.664
H  -22.018  59.896  21.983
H  -20.703  59.650  19.980
H  -21.219  58.051  19.579
H  -19.317  57.921  20.725
O  -17.212  53.554  20.132
H  -17.118  52.638  19.869
H  -17.175  54.044  19.311
O  -18.444  56.188  20.563
H  -18.370  55.234  20.602
H  -17.627  56.508  20.944
O  -23.909  54.813  17.249
H  -23.708  54.001  16.783
H  -24.803  54.691  17.570
O  -22.273  56.384  24.376
H  -22.957  57.002  24.631
H  -22.585  55.536  24.693
O  -25.646  54.612  23.442
H  -25.982  55.353  23.945
H  -24.849  54.350  23.904
O  -26.774  53.678  21.196
H  -26.876  52.758  21.439
H  -26.490  54.110  22.002
O  -22.854  52.286  20.393
H  -23.413  51.656  20.848
H  -22.790  51.949  19.500
O  -26.420  54.977  18.776
H  -26.461  54.432  19.561
H  -26.342  55.871  19.108
O  -21.050  55.678  22.042
H  -21.393  56.052  22.854
H  -20.496  56.368  21.676
O  -18.262  53.204  23.584
H  -17.363  53.119  23.901
H  -18.802  53.141  24.372
O  -21.720  54.726  19.255
H  -20.909  54.535  18.783
H  -22.359  54.914  18.567
O  -25.021  56.978  20.008
H  -24.875  57.652  19.344
H  -25.383  57.452  20.756
O  -23.028  51.493  17.849
H  -23.244  51.809  16.972
H  -22.904  50.550  17.742
O  -20.190  53.862  25.574
H  -21.130  53.982  25.439
H  -19.859  54.743  25.748
O  -20.028  53.024  21.390
H  -19.348  53.245  22.027
H  -19.725  52.211  20.987
O  -23.892  54.909  21.330
H  -24.230  55.578  20.735
H  -24.542  54.859  22.030

Löwdin population analysis, charges in e, atoms 1 to 4: 0.815, -1.080, -0.027, -0.029



# 3
C2H2Cl2O2 | the ωB97M-V functional and the def2-TZVPD basis

ΔE to the lowest compared entry with this formula, charge and spin   7.4960 eV
Spin multiplicity   1
Kohn-Sham gap (spin up / spin down)   8.452 / 8.448 eV
Strongest force on any atom   5.13 eV Å⁻¹
Total energy   -1148.030829 Ha

CARTESIAN COORDINATES (ANGSTROEM)
C  0.796  -0.183  0.257
C  -0.257  0.450  -0.442
O  0.640  -1.374  0.775
O  -0.467  -1.931  0.512
Cl  -0.467  2.077  0.354
Cl  -2.115  0.184  -0.209
H  1.902  0.068  0.233
H  -0.032  0.709  -1.481

Löwdin population analysis, charges in e, atoms 1 to 4: -0.187, -0.851, -0.071, -0.162



# 4
C3H7N6O | the ωB97M-V functional and the def2-TZVPD basis

ΔE to the lowest compared entry with this formula, charge and spin   3.3780 eV
Net charge   +1
Spin multiplicity   1
Kohn-Sham gap   10.243 eV
Strongest force on any atom   3.28 eV Å⁻¹
Total energy   -521.887700 Ha

CARTESIAN COORDINATES (ANGSTROEM)
C  -0.100  -0.329  1.539
C  -0.621  -1.245  -0.519
C  1.090  1.088  -0.216
N  -0.136  0.123  2.760
N  0.860  0.546  1.097
N  -0.690  -1.344  0.839
N  0.019  -0.228  -1.035
N  -1.259  -2.108  -1.332
N  0.917  2.423  -0.351
O  0.724  1.194  2.349
H  2.067  0.651  -0.387
H  -0.859  -2.239  1.246
H  -0.234  0.071  -1.986
H  -2.006  -2.591  -0.803
H  -1.482  -1.858  -2.265
H  0.044  2.879  -0.161
H  1.667  2.966  -0.776

Löwdin population analysis, charges in e, atoms 1 to 4: -0.345, -0.412, -0.167, 0.174